i.
ORCA calculation (the ωB97M-V functional and the def2-TZVPD basis) on the molecule C8H13NO.

Element x y z (Å)
O: -2.36 1.13 -2.57
N: -3.14 -0.61 -1.40
C: 1.03 -0.77 0.31
C: 3.48 -1.72 0.81
C: -0.32 -0.25 0.07
C: -0.27 1.28 2.12
C: -0.65 -0.32 -1.43
C: 2.15 -1.18 0.53
C: -0.48 1.18 0.62
C: -2.08 -0.02 -1.76
H: -0.45 -1.33 -1.82
H: 0.00 0.37 -1.99
H: -0.58 2.26 2.50
H: 3.44 -2.81 0.97
H: -1.49 1.53 0.36
H: -1.53 1.49 -2.90
H: 3.91 -1.26 1.72
H: -0.86 0.51 2.65
H: 0.22 1.84 0.09
H: -1.04 -0.90 0.60
H: 4.17 -1.53 -0.02
H: 0.79 1.13 2.39
H: -3.93 -0.03 -1.86

SMILES string	[H]/N=C(\O)C[C@@H](C#CC)CC
E_LUMO	0.7	eV
charge	0
HOMO level	-9.62	eV

=====

ii.
ORCA calculation (the ωB97M-V functional and the def2-TZVPD basis) on a structure of composition C8H13NO.

Element x y z (Å)
O: 2.27 -0.39 1.71
N: -0.47 -0.80 2.11
C: 0.03 -1.23 0.98
C: -0.98 1.42 -1.59
C: 1.67 0.05 -1.22
C: 1.18 -0.26 1.19
C: -0.17 -2.47 0.18
C: 0.72 0.35 -0.08
C: -0.39 1.14 -0.24
C: -1.05 1.80 0.91
H: -2.06 1.48 -1.53
H: 2.46 -0.63 -0.90
H: -0.62 2.38 -1.98
H: -0.73 0.65 -2.32
H: -1.19 1.08 1.75
H: -0.75 -1.56 2.74
H: -0.27 -3.32 0.84
H: 1.16 -0.43 -2.06
H: 2.12 0.97 -1.58
H: -2.04 2.19 0.67
H: 0.65 -2.66 -0.51
H: -0.43 2.60 1.33
H: -1.09 -2.36 -0.41

E_LUMO	0.7	eV
charge	0
HOMO level	-7.39	eV

=====

Energies relative to the minimum, hartree: i 0.0000; ii 0.0920

=====

i.
ORCA calculation (the ωB97M-V functional and the def2-TZVPD basis) on the molecule C5H11NO2S2.

Element x y z (Å)
S: 0.19 -1.67 0.76
S: 0.57 2.02 0.78
O: 1.40 -2.26 1.19
O: -0.71 -2.61 0.07
N: 0.72 -0.38 -0.23
C: -0.85 1.50 -0.21
C: 1.59 0.53 0.55
C: -0.28 0.33 -1.01
C: 0.19 0.57 -2.42
C: -0.82 -0.93 2.12
H: 2.43 0.83 -0.06
H: 0.31 -0.29 -3.09
H: -1.76 1.14 0.37
H: 1.85 -0.05 1.45
H: -0.32 -1.21 3.07
H: -1.14 2.33 -0.74
H: -1.79 -1.50 2.18
H: 1.07 1.02 -2.52
H: -1.17 -0.49 -1.13
H: -0.98 0.05 1.92
H: -0.49 1.08 -3.04

SMILES string	C[C@@H]1CSCN1S(C)(=O)=O
E_LUMO	0.6	eV
charge	0
HOMO level	-9.23	eV

=====

ii.
ORCA calculation (the ωB97M-V functional and the def2-TZVPD basis) on a structure of composition C5H11NO2S2.

Element x y z (Å)
S: 0.54 0.61 -1.35
S: 0.89 0.50 2.11
O: 1.35 1.37 -0.48
O: -0.41 1.41 -2.08
N: -0.29 -0.47 -0.33
C: -1.20 -1.19 2.00
C: -1.70 1.15 1.06
C: 1.54 -0.43 -2.46
C: -0.72 0.10 1.40
C: 2.74 -0.06 -2.70
H: 0.98 -1.24 -2.89
H: 3.10 0.65 -1.95
H: 3.59 -0.33 -3.32
H: 1.33 1.67 1.55
H: -2.02 -1.58 1.33
H: -0.40 -1.93 2.10
H: 0.29 -1.27 -0.17
H: -2.56 0.58 1.11
H: -1.55 -1.04 3.05
H: -1.86 1.57 0.09
H: -1.90 2.03 1.68

E_LUMO	0.7	eV
charge	0
HOMO level	-8.92	eV

=====

Energies relative to the minimum, hartree: i 0.0000; ii 0.0705

=====

i.
ORCA calculation (the ωB97M-V functional and the def2-TZVPD basis) on a structure of composition C6H12NO.

Element x y z (Å)
O: -1.88 0.89 0.01
N: -0.14 -0.77 0.13
C: 0.55 1.39 1.21
C: -2.41 -0.43 -0.17
C: 1.07 -1.49 0.20
C: -1.28 -1.28 -0.15
C: -0.05 0.67 0.01
C: 0.45 1.19 -1.33
H: 0.98 -2.38 -0.38
H: -2.96 -0.55 -1.06
H: -3.04 -0.57 0.83
H: 1.51 1.31 -1.34
H: 0.07 1.37 2.22
H: 0.71 2.35 0.95
H: -0.07 2.09 -1.56
H: 1.29 -1.72 1.36
H: 1.80 -0.91 -0.31
H: 1.55 0.91 1.28
H: -1.62 -2.29 -0.04
H: 0.28 0.49 -2.18

E_LUMO	-4.8	eV
charge	+1
HOMO level	-14.29	eV

=====

ii.
ORCA calculation (the ωB97M-V functional and the def2-TZVPD basis) on a cluster of 2 separate species, C6H12NO in total.

Element x y z (Å)
O: 0.06 0.73 1.85
N: 1.69 0.20 -0.93
C: -1.30 0.23 1.20
C: -0.82 -1.07 0.55
C: 2.35 -0.79 -1.66
C: -0.35 1.23 0.78
C: -2.57 0.41 1.98
C: 1.75 0.34 -2.35
H: -2.59 -0.31 2.71
H: -2.64 1.50 2.24
H: -1.72 -1.45 -0.05
H: 0.09 -1.00 0.05
H: 1.75 -1.73 -1.77
H: 3.34 -0.85 -1.63
H: -0.77 -1.83 1.33
H: 0.81 0.20 -2.71
H: -0.05 2.15 0.13
H: -3.58 0.13 1.43
H: 2.36 1.00 -2.75
H: 2.19 0.91 -0.42

E_LUMO	-5.3	eV
charge	+1
HOMO level	-13.51	eV

=====

iii.
ORCA calculation (the ωB97M-V functional and the def2-TZVPD basis) on a cluster of 2 separate species, C6H12NO in total.

Element x y z (Å)
O: 2.60 -0.05 -1.52
N: -1.41 -0.57 0.51
C: -1.72 -1.54 -0.59
C: -2.45 -0.62 1.60
C: 1.39 1.96 -1.16
C: 3.14 0.18 -0.11
C: -0.28 0.05 0.43
C: 2.42 1.07 -0.97
H: -2.66 -1.33 -0.96
H: 1.02 1.99 -2.17
H: -1.00 -1.34 -1.43
H: 0.55 1.14 -0.57
H: -2.05 -1.34 2.36
H: -2.45 0.36 2.28
H: -1.75 -2.53 -0.18
H: 4.28 0.11 -0.07
H: -3.34 -0.97 1.22
H: -0.14 0.79 1.36
H: 2.57 -0.34 0.66
H: 1.29 2.96 -0.68

E_LUMO	-4.3	eV
charge	+1
HOMO level	-12.96	eV

=====

Energies relative to the minimum, hartree: i 0.0000; ii 0.0970; iii 0.1085

=====

i.
ORCA calculation (the ωB97M-V functional and the def2-TZVPD basis) on the molecule C2H7N3O2.

Element x y z (Å)
O: -0.85 -0.66 0.62
O: 0.07 1.61 -0.24
N: 0.11 -0.98 -0.22
N: 1.06 0.89 0.47
N: 2.52 -0.84 -0.03
C: 1.34 -0.38 0.00
C: -2.05 -0.24 -0.09
H: -0.66 1.56 0.34
H: 3.09 0.04 -0.04
H: -1.55 0.55 -0.72
H: -2.60 -1.00 -0.77
H: 1.87 1.56 0.22
H: 0.42 -2.02 -0.20
H: -2.79 -0.09 0.65

SMILES string	[H]/N=C(\NO)NOC
E_LUMO	0.8	eV
charge	0
HOMO level	-9.44	eV

=====

ii.
ORCA calculation (the ωB97M-V functional and the def2-TZVPD basis) on a cluster of 2 separate species, C2H7N3O2 in total.

Element x y z (Å)
O: 1.92 -1.24 0.78
O: 2.10 0.89 0.44
N: -0.77 -0.76 1.05
N: -0.40 1.43 0.67
N: 1.78 -0.24 0.03
C: 1.07 -0.39 -1.07
C: -0.74 0.28 0.20
H: 0.64 1.39 1.20
H: -0.52 2.38 0.45
H: -0.60 -1.70 0.82
H: -0.18 -0.53 1.92
H: 0.71 -1.40 -1.27
H: 1.35 0.15 -2.02
H: -1.35 0.27 -0.63

E_LUMO	0.8	eV
charge	0
HOMO level	-8.52	eV

=====

iii.
ORCA calculation (the ωB97M-V functional and the def2-TZVPD basis) on a structure of composition C2H7N3O2.

Element x y z (Å)
O: -1.12 -1.32 -1.69
O: 1.04 -0.74 -2.18
N: 0.77 -0.75 1.24
N: 0.70 1.45 0.04
N: -1.33 0.17 0.48
C: 0.07 0.08 0.19
C: 0.10 -0.76 -1.53
H: 0.57 -0.14 2.01
H: 0.44 1.86 -0.78
H: -1.62 1.16 0.45
H: 1.65 1.13 0.00
H: 1.79 -0.75 1.13
H: -1.63 -1.17 -0.82
H: -1.44 -0.21 1.46

E_LUMO	0.7	eV
charge	0
HOMO level	-8.78	eV

=====

iv.
ORCA calculation (the ωB97M-V functional and the def2-TZVPD basis) on a cluster of 2 separate species, C2H7N3O2 in total.

Element x y z (Å)
O: -0.83 0.03 0.52
O: 0.86 -0.69 -0.75
N: -1.11 0.22 -2.17
N: -0.61 2.07 -1.17
N: -1.51 1.22 -1.54
C: 0.25 -0.44 0.45
C: 1.06 -0.99 1.67
H: -0.93 2.61 -0.44
H: 1.77 -0.22 2.14
H: 0.49 -1.25 2.55
H: 0.21 -0.29 -1.48
H: 1.62 -1.79 1.25
H: -1.82 -0.47 -2.46
H: 0.47 1.81 -1.22

SMILES string	[H]/N=N/N.CC(=O)O
E_LUMO	0.9	eV
charge	0
HOMO level	-9.63	eV

=====

Energies relative to the minimum, hartree: i 0.1569; ii 0.1501; iii 0.0000; iv 0.0356